No. 1
Density functional theory data (ωB97M-V/def2-TZVPD) for a cluster of 8 separate species, C24H69N5O10 in total at a distorted geometry.

Last column: Mulliken charge in e.
CARTESIAN COORDINATES (ANGSTROEM)
O -1.621 2.915 1.185  -0.45
O 1.247 -2.846 -2.964  -0.47
O 0.281 1.404 2.968  -0.60
O 0.036 0.680 0.336  0.92
O -0.370 4.701 -2.808  -0.20
O -4.404 1.250 -2.881  -0.53
O 1.981 -4.653 0.961  -0.11
O -2.381 0.300 -1.024  -0.43
O 4.376 -1.010 0.727  -0.27
O -4.411 -0.678 5.982  -0.29
N 2.887 -5.047 -3.739  -0.72
N -0.963 5.468 -5.378  -0.65
N 1.231 -3.995 3.647  -0.74
N -2.168 -0.735 4.258  -0.54
N 3.053 0.751 -1.116  -0.62
C -1.464 3.068 2.573  0.04
C -4.523 -1.078 4.617  -1.07
C -3.063 1.092 -3.205  -0.62
C -2.206 1.397 -1.926  0.04
C 0.642 -4.889 1.369  -0.79
C -3.487 -0.701 2.309  -0.62
C 3.358 -3.633 -3.691  0.28
C -0.401 6.132 -3.129  -0.75
C 4.355 -2.120 1.604  -0.58
C 0.470 -2.001 -2.192  -0.24
C 3.824 1.126 0.104  0.15
C -2.808 6.297 -3.962  -1.27
C 3.699 0.117 1.190  -0.07
C 3.406 -3.054 -5.070  -1.57
C 2.349 -5.503 -0.072  -0.88
C 2.668 -2.773 -2.655  0.21
C 3.412 2.593 0.465  -0.97
C -5.296 -1.273 6.868  -0.73
C 0.023 2.833 2.947  -0.47
C 0.356 -3.907 2.479  0.13
C 0.739 4.250 -2.016  -0.59
C 0.366 -2.451 2.023  -0.13
C -3.451 -0.332 3.800  0.71
C -1.319 6.357 -4.282  0.48
H 3.349 -2.424 1.909  0.11
H 2.325 2.584 0.792  -0.19
H -0.557 -2.261 -2.440  0.26
H 2.439 -2.970 -5.547  0.30
H 4.262 0.514 2.097  0.34
H 4.378 -3.712 -3.302  0.33
H 2.928 -5.385 -2.788  0.24
H -0.676 6.687 -2.210  0.33
H 4.873 1.149 -0.114  0.45
H -2.733 2.262 -1.477  0.18
H -1.504 -0.117 3.773  0.05
H 0.187 3.191 3.960  0.47
H 3.314 -0.219 -1.345  0.13
H -4.275 -2.114 4.462  0.41
H -0.443 -2.330 1.288  0.16
H -5.179 -0.727 7.808  0.23
H -0.097 -4.732 0.523  0.29
H 1.875 -5.291 -1.061  0.21
H -4.990 -2.334 7.039  0.28
H 3.530 3.351 -0.339  0.33
H -3.039 5.300 -3.594  0.21
H 3.958 -2.116 -5.244  0.36
H 3.946 -3.807 -5.666  0.41
H -2.759 1.849 -3.927  0.36
H -3.651 0.740 3.999  0.14
H -1.561 5.597 -6.197  0.25
H -1.794 4.088 2.812  0.44
H 0.627 -0.931 -2.382  0.27
H 2.193 -3.775 3.432  0.28
H 3.045 -1.732 -2.664  -0.01
H 1.646 4.191 -2.634  0.38
H -3.234 7.038 -3.261  0.34
H -6.327 -1.238 6.514  0.30
H 1.972 -6.482 0.235  0.39
H -0.644 -4.190 2.821  0.47
H -0.871 4.537 -5.035  0.24
H 4.999 -1.938 2.512  0.35
H 2.833 -3.156 -1.639  0.14
H -3.340 0.193 -0.878  0.26
H 3.453 -5.505 -0.166  0.29
H 1.927 -5.126 -4.051  0.31
H -4.982 0.931 -3.595  0.31
H -2.022 -0.515 5.237  0.27
H -1.144 1.595 -2.025  -0.04
H 2.059 0.735 -0.893  0.04
H 2.645 -0.081 1.457  -0.16
H -2.558 2.786 0.987  0.20
H 0.465 -5.933 1.713  0.48
H 0.240 1.114 2.046  0.18
H 4.049 2.934 1.335  0.43
H -1.131 7.403 -4.558  0.27
H 0.522 3.211 -1.718  -0.15
H -5.562 -0.905 4.305  0.44
H 0.857 4.825 -1.110  0.37
H 0.678 3.403 2.270  0.12
H 4.817 -2.963 1.096  0.23
H 1.177 -4.914 4.107  0.27
H 1.315 -2.263 1.533  -0.52
H -0.647 1.350 0.514  0.03
H -4.273 -0.134 1.761  0.37
H 0.740 -2.238 -1.156  -0.06
H -2.019 2.344 3.164  -0.26
H -2.850 0.069 -3.567  0.34
H 0.629 6.387 -3.401  0.38
H 0.158 -1.860 2.907  0.11
H -3.327 6.309 -4.912  0.35
H -3.577 -1.790 2.230  0.37
H -2.518 -0.426 1.846  -0.27
H -0.552 -0.084 0.108  -0.14

Total energy = -53928.5508 eV
Gap between HOMO and LUMO = 9.3 eV
Charge = 0
Highest occupied orbital energy = -0.329 hartree

No. 2
Density functional theory data (ωB97M-V/def2-TZVPD) for a cluster of 10 separate species, C24H70BrN2O9 in total at a distorted geometry.

Last column: Mulliken charge in e.
CARTESIAN COORDINATES (ANGSTROEM)
Br 6.308 -5.683 3.336  -0.04
O -5.595 -1.724 -0.915  -0.43
O 0.969 2.548 -3.830  -0.34
O -0.828 1.548 -0.269  -0.47
O -4.317 2.211 -2.045  -0.51
O -2.422 -0.487 2.612  -0.57
O 2.794 4.686 -2.031  -0.44
O 1.206 0.247 -7.463  -0.47
O 9.665 -5.000 3.635  -0.46
O -7.406 6.564 -0.592  -0.48
N 2.222 -5.966 3.478  0.00
N -1.561 -3.318 3.708  -0.49
C 3.185 5.920 -1.448  -0.26
C 4.333 -4.935 5.394  -1.05
C 4.564 -4.726 3.791  -0.03
C 2.623 6.030 -0.045  -1.05
C 1.529 -0.212 -8.767  -0.25
C 1.169 -4.887 3.805  -0.92
C -7.577 7.908 1.394  -1.02
C -5.864 -2.869 -0.119  -0.24
C -5.003 -4.029 -0.574  -1.02
C 9.495 -3.656 5.621  -0.75
C -0.262 -5.560 4.318  -0.45
C 0.612 0.436 -9.785  -1.02
C -2.100 -0.946 1.307  -0.20
C 0.137 2.022 -1.197  0.04
C -7.015 7.798 -0.009  -0.20
C 10.056 -3.766 4.218  -0.22
C -3.016 -0.298 0.290  -0.76
C 3.437 -5.374 2.807  -0.69
C 1.742 3.471 -5.911  -1.10
C 1.222 0.983 -1.391  -1.06
C 2.133 2.854 -4.584  -0.17
C -1.184 -4.276 4.858  -0.61
C -5.193 4.058 -0.780  -0.97
C -5.319 2.586 -1.111  -0.10
H 1.432 -1.302 -8.790  0.24
H -7.376 8.615 -0.641  0.27
H 1.158 4.383 -5.754  0.29
H -6.296 2.376 -1.556  0.35
H -0.450 -3.660 5.567  0.28
H -0.819 -6.157 3.457  0.34
H -0.372 2.225 -2.144  0.21
H -0.678 -2.836 3.366  0.21
H -4.063 -0.536 0.505  0.18
H 2.413 -6.606 4.279  0.43
H 3.098 -4.504 2.063  0.22
H 4.278 5.956 -1.426  0.29
H -3.941 -3.773 -0.499  0.22
H -8.670 7.850 1.379  0.32
H 1.971 1.330 -2.107  0.28
H -5.922 7.834 0.012  0.27
H 1.746 -6.571 2.742  0.45
H -2.197 -2.036 1.285  0.24
H -7.222 7.080 2.016  0.27
H 8.693 -5.019 3.613  0.14
H -2.923 0.792 0.328  0.15
H 1.113 2.785 -6.487  0.21
H 5.169 -4.284 5.945  0.31
H -3.348 -0.729 2.788  0.35
H -2.778 -0.638 -0.722  0.29
H -5.290 4.666 -1.685  0.26
H 0.438 1.922 -4.352  0.21
H -5.797 -1.955 -1.838  0.27
H -4.208 4.276 -0.354  0.31
H 2.706 1.934 -4.733  0.28
H 9.791 -2.712 6.086  0.32
H -5.195 -4.919 0.033  0.33
H 2.824 6.737 -2.080  0.27
H 2.629 3.716 -6.503  0.37
H -6.927 -3.113 -0.203  0.31
H -2.156 -4.613 5.416  0.36
H 0.961 -4.314 2.781  0.35
H -1.057 -0.688 1.102  0.29
H -0.435 0.198 -9.570  0.33
H 0.555 2.960 -0.821  0.08
H -2.136 -2.510 4.088  0.24
H -5.199 -4.270 -1.624  0.35
H 8.401 -3.714 5.606  0.11
H 1.718 0.759 -0.441  0.41
H 1.530 5.972 -0.060  0.32
H 0.794 0.043 -1.755  0.25
H -5.961 4.365 -0.064  0.28
H 2.920 6.974 0.421  0.37
H 2.743 3.551 -4.003  0.29
H 11.149 -3.729 4.239  0.29
H 1.821 4.667 -2.053  0.19
H 9.695 -2.949 3.586  0.24
H -7.280 8.852 1.859  0.32
H 0.705 1.527 -9.747  0.25
H -5.210 1.971 -0.213  0.13
H 3.942 -6.193 2.118  0.52
H -0.054 -6.337 5.199  0.35
H -0.368 1.378 0.571  0.26
H 4.745 -3.597 3.528  0.42
H -3.453 2.393 -1.636  0.25
H 1.517 -4.143 4.639  0.26
H -5.649 -2.618 0.923  0.26
H 0.851 0.096 -10.796  0.34
H 4.586 -6.061 5.649  0.37
H 2.572 0.046 -8.972  0.28
H 2.978 5.202 0.577  0.25
H 0.281 0.006 -7.287  0.28
H 9.849 -4.484 6.243  0.26
H -8.379 6.545 -0.614  0.27
H 3.303 -4.568 5.812  0.25

Total energy = -117461.4064 eV
Gap between HOMO and LUMO = 7.6 eV
Charge = +1
Highest occupied orbital energy = -0.401 hartree

No. 3
Density functional theory data (ωB97M-V/def2-TZVPD) for a cluster of 11 separate species, C24H70O11 in total at a distorted geometry.

Last column: Mulliken charge in e.
CARTESIAN COORDINATES (ANGSTROEM)
O 10.217 13.202 6.769  -0.19
O 14.814 6.562 12.378  -0.57
O 14.330 10.079 6.799  -0.53
O 17.915 15.445 10.872  -0.59
O 12.747 12.355 5.851  -0.45
O 18.030 13.674 8.292  -0.52
O 7.963 11.398 7.322  -0.65
O 12.103 19.675 7.368  -0.59
O 10.248 13.044 9.622  -0.13
O 8.425 11.328 11.058  -0.69
O 6.793 13.600 11.847  -0.60
C 15.398 7.817 11.951  0.19
C 9.344 14.267 6.375  1.20
C 11.580 13.249 10.057  0.41
C 13.526 8.982 7.115  1.41
C 11.574 18.547 9.574  -1.21
C 12.452 8.784 6.106  -1.29
C 15.919 16.762 11.405  -0.80
C 15.984 14.228 11.760  -0.36
C 16.818 11.607 8.683  -0.46
C 12.377 12.030 9.803  -0.89
C 5.407 14.460 10.040  -1.26
C 16.700 7.536 11.113  -1.04
C 12.109 14.496 9.246  -0.26
C 8.468 13.723 5.226  -1.61
C 7.832 15.215 10.338  -0.93
C 13.917 18.592 8.502  -1.02
C 12.426 18.563 8.264  1.40
C 14.460 8.614 11.063  -0.47
C 16.754 15.551 11.765  0.23
C 15.611 13.671 7.979  0.06
C 16.896 12.891 7.877  0.12
C 10.002 15.603 6.033  -1.32
C 14.546 7.810 7.161  -1.65
C 6.537 14.751 11.083  0.27
H 11.854 12.596 6.050  0.26
H 14.146 6.832 7.490  0.40
H 9.192 16.277 5.784  0.47
H 16.657 13.427 11.511  0.30
H 12.769 9.003 5.078  0.33
H 16.988 8.480 10.683  0.22
H 4.588 13.948 10.501  0.38
H 15.642 8.353 12.916  0.31
H 17.017 12.559 6.816  0.32
H 16.462 6.888 10.295  0.32
H 7.307 13.853 12.629  0.32
H 17.562 14.993 10.083  0.30
H 8.095 10.918 8.123  0.29
H 16.559 11.908 9.733  -0.20
H 12.150 14.183 8.177  0.08
H 7.905 12.890 5.566  0.46
H 11.181 19.533 7.157  0.32
H 12.030 7.758 6.106  0.38
H 8.675 15.480 10.908  0.45
H 5.006 15.449 9.646  0.33
H 11.491 13.527 11.110  0.47
H 15.393 8.060 7.805  0.28
H 15.521 16.616 10.428  -0.20
H 14.905 7.490 6.196  0.45
H 13.131 14.648 9.527  -0.27
H 16.010 11.005 8.268  0.05
H 7.696 11.989 11.225  0.43
H 13.352 12.100 10.283  0.20
H 10.229 13.144 7.770  -0.01
H 6.208 15.592 11.749  0.29
H 11.822 11.221 10.249  0.58
H 15.521 13.921 9.106  -0.47
H 17.501 7.062 11.740  0.31
H 12.056 18.221 10.473  0.31
H 18.807 13.325 7.872  0.31
H 8.704 14.554 7.204  -0.24
H 12.517 11.960 8.731  -0.23
H 15.533 14.040 12.764  0.49
H 10.466 16.122 6.923  0.08
H 17.270 15.751 12.717  0.38
H 10.657 17.910 9.469  0.16
H 17.752 11.062 8.620  0.49
H 11.573 9.496 6.193  0.16
H 14.747 13.025 7.719  -0.09
H 8.095 14.415 9.651  -0.03
H 11.262 19.574 9.801  0.46
H 15.099 16.920 12.139  0.38
H 9.076 13.401 4.358  0.28
H 8.871 11.663 7.052  0.23
H 16.607 17.607 11.259  0.38
H 14.462 8.113 10.076  -0.12
H 12.104 17.701 7.646  -0.42
H 13.423 8.622 11.403  0.38
H 7.533 16.049 9.749  0.43
H 12.943 12.774 5.029  0.22
H 15.224 14.235 10.985  -0.43
H 13.053 9.119 8.159  -0.16
H 13.750 10.772 6.430  0.19
H 11.564 15.449 9.364  0.10
H 14.824 9.635 10.963  0.14
H 14.229 17.767 9.205  -0.08
H 8.885 11.231 11.873  0.25
H 9.790 12.368 10.131  0.04
H 15.689 14.575 7.377  0.40
H 14.492 18.241 7.656  0.43
H 14.235 19.525 8.982  0.36
H 5.836 13.910 9.232  0.28
H 7.750 14.501 5.013  0.40
H 14.721 5.926 11.647  0.33
H 10.705 15.565 5.222  0.38

Total energy = -48544.8131 eV
Gap between HOMO and LUMO = 9.9 eV
Charge = 0
Highest occupied orbital energy = -0.363 hartree

No. 4
Density functional theory data (ωB97M-V/def2-TZVPD) for a cluster of 11 separate species, C24H70O20 in total at a distorted geometry.

Last column: Mulliken charge in e.
CARTESIAN COORDINATES (ANGSTROEM)
O 18.541 11.130 8.292  -0.76
O 13.142 10.207 9.129  1.42
O 19.105 14.528 11.764  -0.62
O 15.239 12.846 11.305  -0.01
O 10.077 13.256 8.604  -0.52
O 17.188 15.832 13.363  -0.58
O 8.735 10.522 7.908  -0.53
O 10.425 10.842 10.035  -0.36
O 17.664 12.762 13.708  -0.12
O 19.893 9.080 10.986  -0.70
O 12.043 7.175 11.336  -0.61
O 12.062 13.790 16.003  -0.54
O 15.912 12.233 8.601  0.65
O 20.201 11.639 12.090  -0.70
O 11.557 14.053 6.272  -0.54
O 15.873 10.052 11.616  -0.08
O 17.464 7.814 11.503  -0.61
O 12.055 8.543 13.869  -0.70
O 13.473 12.850 7.884  -0.11
O 11.826 11.279 14.918  -0.33
C 14.421 9.667 7.139  -1.15
C 11.185 14.994 7.301  -0.68
C 13.098 8.046 11.682  0.26
C 16.795 14.955 14.398  -0.01
C 17.177 8.249 12.833  -0.62
C 8.406 10.071 9.213  -1.03
C 12.563 9.122 12.624  -0.01
C 13.317 9.226 8.060  0.68
C 20.386 12.633 11.002  -0.54
C 13.834 13.232 11.274  2.74
C 10.897 14.373 8.673  0.75
C 13.750 14.699 11.768  -1.75
C 15.724 13.447 7.883  -0.52
C 11.673 11.458 16.344  -0.32
C 16.674 9.730 12.851  0.34
C 9.642 9.687 9.969  0.02
C 11.121 12.882 16.604  -0.51
C 11.948 8.957 7.452  -1.23
C 14.497 13.245 7.019  -0.80
C 19.824 9.550 9.652  -1.39
C 17.874 13.860 14.558  -0.96
C 19.262 13.536 10.766  -0.20
C 12.956 12.244 11.945  -0.14
C 18.454 10.182 9.333  0.38
H 19.442 14.036 9.852  0.54
H 7.722 9.229 9.190  0.45
H 15.756 12.466 9.517  -0.16
H 9.375 9.367 10.978  0.27
H 20.626 12.068 10.108  0.20
H 13.848 7.462 12.156  0.76
H 10.410 15.094 9.374  0.33
H 11.381 10.648 10.002  0.01
H 19.745 12.157 12.736  0.26
H 18.349 12.977 10.609  0.01
H 15.826 14.539 14.146  -0.07
H 14.207 14.238 6.608  0.39
H 11.744 10.335 14.743  0.15
H 11.818 14.069 9.131  -0.62
H 11.917 12.584 11.812  0.68
H 12.634 12.848 7.396  -0.04
H 15.606 14.267 8.602  0.26
H 11.210 8.587 8.185  -0.04
H 10.304 15.562 6.997  0.40
H 10.800 13.469 6.078  0.29
H 13.512 11.098 8.857  -0.94
H 12.055 15.686 7.385  0.31
H 15.317 11.908 11.564  -0.19
H 12.176 13.535 15.095  0.33
H 11.726 9.724 12.179  0.31
H 17.265 12.109 14.310  0.20
H 14.186 15.354 10.993  0.33
H 17.859 9.365 8.971  0.56
H 11.583 7.775 13.594  0.38
H 10.988 10.669 16.720  0.36
H 16.384 7.532 13.082  0.30
H 14.708 12.567 6.179  0.35
H 7.907 10.847 9.799  0.33
H 17.838 13.686 15.683  0.38
H 16.017 9.997 13.709  0.59
H 10.128 13.101 16.250  0.28
H 14.130 10.642 6.675  0.01
H 13.657 8.297 8.553  0.24
H 15.305 9.876 7.774  0.05
H 20.068 8.670 9.047  0.34
H 20.022 9.894 11.497  0.56
H 10.133 8.919 9.446  0.22
H 8.629 11.485 7.895  0.32
H 14.344 14.876 12.641  0.09
H 18.327 8.205 11.278  0.37
H 10.165 12.446 9.092  0.47
H 16.197 9.369 10.980  0.05
H 18.805 14.322 14.366  0.53
H 12.677 11.396 16.842  0.22
H 11.158 13.080 17.682  0.31
H 13.198 12.094 13.016  0.18
H 16.644 13.651 7.329  0.48
H 12.743 14.867 12.118  0.46
H 14.625 9.025 6.276  0.47
H 11.536 9.970 7.174  0.14
H 13.600 13.246 10.201  -1.74
H 17.668 11.545 8.163  0.30
H 12.504 6.362 11.012  0.35
H 11.979 8.352 6.580  0.50
H 17.608 10.369 12.820  -0.44
H 18.203 14.646 12.061  0.36
H 18.043 8.153 13.508  0.36
H 21.275 13.135 11.242  0.50
H 16.725 15.556 15.336  0.35
H 13.498 8.492 10.759  -0.58
H 12.969 11.304 11.434  -0.97
H 18.143 15.989 13.450  0.32
H 20.628 10.183 9.409  0.55
H 13.369 9.762 12.912  -0.09
H 17.960 10.506 10.289  -0.20

Total energy = -66968.8065 eV
Gap between HOMO and LUMO = 10.2 eV
Charge = 0
Highest occupied orbital energy = -0.362 hartree

What is the formula in the second record?
C24H70BrN2O9

What is the charge in the fourth record?
0